# 1
The following is a DFT calculation (ωB97M-V with the def2-TZVPD basis set) of a cluster of 7 separate species, C38H38N4O6 in total at a distorted geometry.

Properties
HOMO energy	-8.2127	eV
spin multiplicity	1
LUMO level	0.2	eV
orbital gap	8.366	eV

Cartesian coordinates (Å):
N -0.37214 0.38501 -0.96624
C -0.04219 1.13337 -2.01490
C 1.17183 2.00098 -1.97954
C 2.07387 1.92594 -0.88100
C 1.61135 1.06246 0.15377
C 0.43866 0.41981 0.16608
H -0.80196 1.00675 -2.81588
H 1.45267 2.63631 -3.02208
H 2.98404 2.36381 -0.86751
H 2.24507 1.12082 0.93745
H -0.03431 -0.20685 0.93208
N -1.99175 6.06264 1.96050
C -2.10932 5.29225 0.84261
C -1.02121 4.66704 0.15872
C 0.21725 5.06270 0.37269
C 0.45228 5.96085 1.39705
C -0.69446 6.47147 2.12710
H -3.08607 4.90902 0.73213
H -1.33934 4.06364 -0.80230
H 1.08621 4.61251 -0.28383
H 1.44446 6.32989 1.73002
H -0.12242 7.02346 2.76995
N 3.83425 -2.51643 4.37357
C 2.73365 -2.66756 3.57536
C 2.71834 -2.15893 2.23054
C 3.77645 -1.37254 1.74368
C 4.94940 -1.21183 2.58309
C 4.84272 -1.73380 3.86386
H 1.95945 -3.18440 3.90786
H 1.75018 -2.15423 1.70618
H 3.77263 -0.92171 0.65167
H 5.59553 -0.47457 2.08335
H 5.81750 -1.68938 4.51670
N 2.33782 3.42736 6.01991
C 1.11858 3.78632 5.33771
C 0.57902 2.95712 4.37332
C 1.13996 1.75644 4.07228
C 2.36123 1.44493 4.58540
C 2.96627 2.34384 5.59013
H 0.59762 4.67590 5.58066
H -0.26525 3.41299 3.69454
H 0.76852 1.14271 3.25065
H 2.96083 0.58201 4.40734
H 3.90912 1.95647 6.10968
C 1.28694 -2.11589 -6.34350
C 1.94922 -0.80175 -6.51883
C 2.54287 -0.16793 -5.35393
C 2.45144 -0.84695 -4.09429
C 1.72319 -2.03980 -3.80958
C 1.12788 -2.66439 -5.02688
O 0.38001 -3.69801 -4.87545
O 3.16083 1.08543 -5.36904
H 0.83494 -2.34033 -7.40964
H 2.16993 -0.47037 -7.53507
H 2.76778 -0.15587 -3.37924
H 1.50074 -2.41770 -2.69588
H 0.01825 -3.96697 -5.64656
H 2.55187 1.71620 -5.54813
C -4.09799 0.23823 -0.26173
C -5.15247 -0.96323 -0.21735
C -6.21017 -0.95744 -1.06562
C -6.24611 -0.02515 -2.19151
C -5.27046 1.05219 -2.12224
C -4.23709 1.20199 -1.23547
O -3.21417 2.14615 -1.48667
O -7.13811 -1.95574 -0.98164
H -3.30650 0.24221 0.33890
H -5.06495 -1.50661 0.58301
H -7.15861 -0.14627 -3.08634
H -5.41109 2.08934 -2.78341
H -2.41755 1.82337 -1.11249
H -7.88243 -2.03487 -1.36150
C -0.28552 -5.45750 0.93977
C -1.86611 -5.54648 1.00095
C -2.49833 -4.51065 0.45976
C -1.79160 -3.53561 -0.24578
C -0.43146 -3.40033 -0.25262
C 0.28096 -4.41105 0.28077
O 1.66016 -4.38702 0.24858
O -3.87415 -4.49382 0.44976
H 0.15881 -6.36752 1.41224
H -2.45814 -6.22437 1.48949
H -2.34540 -2.70701 -0.64727
H -0.03984 -2.66781 -0.76461
H 2.27501 -5.05401 0.64124
H -4.22894 -5.26128 0.67344

These are the Löwdin partial charges, in e, on atoms 1 to 4:
1 N 0.039
2 C -0.143
3 C -0.049
4 C -0.050

# 2
The following is a DFT calculation (ωB97M-V with the def2-TZVPD basis set) of a structure of composition C38H38N6O7PmS3Se at a distorted geometry.

Properties
⟨S²⟩	6.004
HOMO energy (spin up / spin down)	-10.2048 / -10.2190	eV
net charge	+1
spin multiplicity	5
LUMO level (spin up / spin down)	-3.1 / -3.1	eV
orbital gap (spin up / spin down)	7.086 / 7.101	eV

Cartesian coordinates (Å):
Pm 12.36273 13.03207 10.97776
O 18.86816 17.42059 11.19727
N 18.71647 16.65398 12.17875
O 19.45675 16.49731 13.08957
C 17.45784 15.84911 12.36295
C 17.01098 15.69790 13.61947
C 15.87166 14.83563 13.89926
C 15.40265 14.55187 15.19523
C 14.27129 13.74469 15.44154
C 13.65613 13.22279 14.28846
N 14.13227 13.40624 13.04822
C 15.14775 14.25178 12.88563
C 15.62507 14.50754 11.52418
N 14.87484 13.95042 10.50592
C 15.15834 14.06554 9.27730
C 16.26070 14.91067 8.89266
C 17.06723 15.46076 9.87938
C 16.77956 15.23301 11.26910
H 17.39378 16.30760 14.49610
H 15.82542 14.96604 16.07706
H 13.82370 13.50483 16.40256
H 12.68104 12.72468 14.37458
H 14.48110 13.51545 8.61814
H 16.62277 14.86896 7.86795
H 17.95532 15.98333 9.60681
O 12.23307 14.25470 9.02240
S 11.05993 14.81884 8.19311
C 10.19223 13.49666 7.37612
C 11.00565 12.44146 6.65078
C 10.55165 10.96677 6.78568
C 11.69964 10.01151 7.01675
S 12.36179 10.03791 8.71662
O 12.32267 11.48451 9.10376
C 11.09716 9.17227 9.65975
C 11.09809 7.79735 9.66340
C 10.19593 7.12651 10.50792
C 9.28346 7.87969 11.21451
C 9.21347 9.23235 11.11176
C 10.12952 9.87343 10.31600
C 11.75249 15.69360 6.68254
C 12.94763 15.25349 6.17654
C 13.45074 15.99258 5.07200
C 12.83118 17.18038 4.63472
C 11.65336 17.58768 5.24703
C 11.07965 16.79698 6.22873
H 9.49934 13.90913 6.75034
H 9.61239 13.06300 8.26455
H 12.01317 12.42223 7.16563
H 11.09087 12.75819 5.60691
H 10.03394 10.60623 5.86509
H 9.84876 10.81882 7.67624
H 12.57359 10.19869 6.39808
H 11.47899 8.98593 6.84886
H 11.79140 7.26617 9.03744
H 10.02535 6.06073 10.34616
H 8.72816 7.29411 11.97088
H 8.57890 9.80219 11.77441
H 10.10856 10.94175 10.25626
H 13.51929 14.36041 6.38911
H 14.24570 15.67459 4.43685
H 13.23622 17.77828 3.84271
H 11.26496 18.48985 4.88677
H 10.13449 17.08039 6.68426
N 13.88930 10.64116 11.92552
N 13.10566 10.19094 13.02025
C 11.90931 10.81446 13.32314
O 11.30975 10.37723 14.27071
O 11.51388 11.75608 12.54603
H 14.25670 9.88584 11.33781
H 14.53567 11.36231 12.13864
H 13.58097 9.73563 13.80287
Se 11.90392 15.70820 12.20502
C 11.30321 16.74129 10.83348
N 10.74375 17.34866 10.01189
C 5.73755 9.23803 13.74722
C 6.42848 10.35382 13.02308
C 7.52867 10.98302 13.59628
C 8.16712 12.03387 12.92147
C 7.70661 12.38790 11.64439
C 6.63518 11.75132 11.08984
C 6.02974 10.70215 11.75256
S 8.54079 13.59716 10.74224
C 8.50769 14.97654 11.83115
O 9.99377 13.19307 10.60659
H 6.45373 8.94242 14.60608
H 5.65779 8.31471 13.15092
H 4.84530 9.50340 14.23400
H 7.92872 10.66117 14.54025
H 9.00922 12.47238 13.42179
H 6.38433 12.02599 10.09550
H 5.23415 10.17170 11.29134
H 9.05815 14.84753 12.72804
H 7.46059 15.13267 12.01379
H 9.03868 15.82083 11.31915

These are the Löwdin partial charges, in e, on atoms 1 to 4:
1 Pm 1.535
2 O 0.072
3 N -0.322
4 O 0.122

- What is the formula in the second record?
  C38H38N6O7PmS3Se

- Among the records above, which one has the lowest spin multiplicity?
  C38H38N4O6

- Which value of spin multiplicity does entry 2 give?
  5